A molecular structure, C33H58N3O15PS6, computed with ωB97M-V/def2-TZVPD.

Results
* E_HOMO: -8.7 eV
* frontier orbital gap: 7.7 eV
* ΔE to the lowest compared entry with this formula, charge and spin: 721.22 kJ/mol
* electronic energy: -144636.5094 eV

The geometry in XYZ format:
```
116
C33H58N3O15PS6 (ωB97M-V/def2-TZVPD)
O -2.7366 -0.1142 -3.4648
S -1.4279 -0.8423 -3.4143
O -0.4805 0.1262 -4.0986
O -1.6690 -2.2435 -4.3666
C -1.4758 -3.2749 -3.3293
P -1.5318 -5.1002 -3.8680
O -2.1528 -5.1199 -5.4742
O -2.7542 -5.8700 -2.9235
S 0.1575 -6.0283 -3.7492
C -0.4742 -2.8358 -2.1553
C 1.0911 -2.6193 -2.4668
C 1.5086 -2.6272 -4.0137
C 2.9969 -1.9496 -4.0736
S 2.7989 -0.1640 -4.5183
C 2.9221 0.8753 -2.9775
S 3.5083 0.3250 -1.5083
N 2.4584 2.2628 -3.1343
C 1.2166 2.5489 -2.3711
C 0.5894 3.8986 -3.0466
O 1.6149 4.5331 -3.8541
C 2.8419 4.7205 -3.1000
C 3.4499 3.2637 -2.6654
C -0.4941 -3.8670 -0.9308
C -0.3010 -3.2018 0.5146
C 1.2253 -3.0079 0.9749
S 1.6385 -3.8995 2.5826
C 1.3865 -2.6406 3.9327
S 2.3425 -2.5204 5.2894
N 0.2515 -1.6998 3.6873
C 0.3674 -0.2907 3.4451
C -1.1301 0.0485 3.2300
N -1.9305 -1.1607 3.3847
C -1.0694 -2.2750 3.6796
O -0.9204 -1.4393 -1.9069
H -2.4979 -3.1858 -2.7835
H -3.1048 -4.8452 -5.3932
H -2.3698 -6.2024 -2.0832
H 1.7152 -3.4326 -1.9542
H 1.4046 -1.6111 -2.0361
H 0.8602 -1.9928 -4.6977
H 1.6555 -3.6958 -4.4060
H 3.4610 -2.0392 -3.0218
H 3.7006 -2.4994 -4.7799
H 0.4793 1.6846 -2.3411
H 1.4395 2.8487 -1.2757
H 0.1260 4.5966 -2.2672
H -0.2030 3.5259 -3.7979
H 2.6185 5.3900 -2.2059
H 3.5880 5.1914 -3.8416
H 3.5295 3.3190 -1.5109
H 4.5097 3.1072 -3.0502
H -1.5448 -4.3537 -0.9219
H 0.2314 -4.7429 -1.1129
H -0.8172 -3.9025 1.2707
H -0.8752 -2.2126 0.5364
H 1.9455 -3.4402 0.2017
H 1.4003 -1.8766 1.1072
H 1.2899 0.3645 3.4173
H -1.5368 1.0728 2.9754
H -1.3975 -3.3531 3.8625
O 0.4715 7.9538 -1.0805
C -0.6587 8.1668 -1.4589
O -1.4332 7.1467 -1.8681
C -2.8367 7.2555 -2.1525
C -3.0676 7.7178 -3.5763
C -1.1835 9.5704 -1.5695
H -3.3373 7.8911 -1.4182
H -3.2514 6.2538 -2.0268
H -2.6538 8.7133 -3.7494
H -4.1358 7.7444 -3.8034
H -2.5751 7.0438 -4.2815
H -0.8703 9.9962 -2.5239
H -0.7622 10.1624 -0.7545
H -2.2648 9.6451 -1.4721
O -1.8944 -9.9868 -2.7748
C -3.0776 -9.9314 -3.0181
O -3.8862 -10.9489 -2.6647
C -5.3193 -10.9041 -2.7318
C -5.8102 -11.2787 -4.1150
C -3.6507 -8.7812 -3.7968
H -5.6971 -9.9338 -2.4009
H -5.6809 -11.6381 -2.0095
H -5.4576 -10.5756 -4.8723
H -6.9021 -11.2972 -4.1437
H -5.4345 -12.2645 -4.3998
H -3.5234 -8.9705 -4.8638
H -3.1079 -7.8745 -3.5234
H -4.6997 -8.5839 -3.5819
O 2.0103 12.4738 3.7980
C 2.4975 11.7406 2.9686
O 1.7171 10.8821 2.2868
C 2.1562 10.1106 1.1565
C 2.8142 8.8222 1.6043
C 3.9839 11.7045 2.7505
H 2.7976 10.7047 0.5010
H 1.2603 9.8757 0.5799
H 3.7104 9.0124 2.1989
H 3.0953 8.2141 0.7418
H 2.1340 8.2443 2.2346
H 4.4385 11.0403 3.4869
H 4.3771 12.7142 2.8837
H 4.2746 11.3943 1.7485
O 2.8294 -2.0247 8.5336
C 2.0497 -2.7176 9.1448
O 2.4776 -3.4562 10.1861
C 1.6112 -4.1576 11.0904
C 1.2505 -5.5245 10.5465
C 0.6194 -2.8428 8.7010
H 0.7315 -3.5576 11.3351
H 2.1719 -4.2752 12.0194
H 0.6992 -5.4522 9.6068
H 0.6374 -6.0745 11.2643
H 2.1536 -6.1039 10.3393
H 0.5519 -3.5986 7.9170
H 0.2960 -1.8793 8.3022
H -0.0717 -3.0867 9.5059
```

Mulliken atomic charge list, values in e, 6 entries: number 1, O, carries -0.6581; number 2, S, carries 0.9742; number 3, O, carries -0.4284; number 4, O, carries -0.4492; number 5, C, carries -0.7903; number 6, P, carries 0.7176



C3H4N2OS in the gas phase, computed with ωB97M-V/def2-TZVPD.

Results
* E_HOMO: -9.1 eV
* frontier orbital gap: 9.1 eV
* ΔE to the lowest compared entry with this formula, charge and spin: 122.45 kJ/mol
* electronic energy: -19037.7794 eV
* SMILES string: Cn1scnc1=O

The geometry in XYZ format:
```
11
C3H4N2OS (ωB97M-V/def2-TZVPD)
C 1.9785 -0.7575 0.0086
C 0.5492 0.9424 -0.1813
C -1.7151 0.0012 0.0817
N 1.8492 0.5261 -0.1555
N -0.3133 -0.1532 0.0806
O 0.0753 2.1193 -0.2953
S 0.5021 -1.6718 0.2394
H 2.9793 -1.1909 0.1042
H -1.8380 1.1415 -0.2115
H -2.0448 -0.6647 -0.7620
H -2.0223 -0.2924 1.0911
```

Mulliken atomic charge list, values in e, 6 entries: number 1, C, carries 0.0074; number 2, C, carries 0.5584; number 3, C, carries -0.7614; number 4, N, carries -0.5112; number 5, N, carries 0.0854; number 6, O, carries -0.6249



C20H23N3O4 in the gas phase, computed with ωB97M-V/def2-TZVPD.

Results
* E_HOMO: -8.1 eV
* frontier orbital gap: 7.9 eV
* ΔE to the lowest compared entry with this formula, charge and spin: 596.47 kJ/mol
* electronic energy: -33770.7465 eV
* SMILES string: C=CCN(CC=C)c1ccc(N2C(=O)[C@H]3CCCC[C@H]3C2=O)cc1[N+](=O)[O-]

The geometry in XYZ format:
```
50
C20H23N3O4 (ωB97M-V/def2-TZVPD)
C 3.8878 -0.5419 2.9904
C 3.3930 -1.6649 3.4753
C 2.5157 -2.6382 2.7346
N 2.3291 -2.3713 1.3264
C 1.3903 -1.4851 0.8998
C 0.8009 -0.5627 1.7902
C -0.0324 0.4400 1.3613
C -0.3263 0.5881 0.0049
C 0.1637 -0.3418 -0.8887
C 0.9651 -1.3911 -0.4470
N 1.1672 -2.4382 -1.4031
O 1.2850 -2.1333 -2.5732
O 1.1254 -3.5849 -0.9968
H -0.0884 -0.2978 -1.9372
N -1.1451 1.6487 -0.4460
C -0.8721 2.3836 -1.5967
O 0.1362 2.3029 -2.2413
C -2.1039 3.2189 -1.8771
C -2.9448 2.4075 -2.8800
C -4.4005 2.8562 -2.8804
C -4.9963 2.6486 -1.4927
C -4.2794 3.5354 -0.4817
H -4.4928 4.5822 -0.7089
H -4.6395 3.3237 0.5267
C -2.7676 3.3248 -0.5031
C -2.3019 2.0637 0.2018
O -2.7893 1.5288 1.1603
H -2.3006 4.1490 0.0533
H -4.8917 1.6012 -1.2022
H -6.0599 2.8913 -1.4962
H -4.4671 3.9103 -3.1572
H -4.9549 2.2761 -3.6195
H -2.9100 1.3488 -2.6074
H -2.5031 2.5095 -3.8720
H -1.8472 4.1881 -2.3063
H -0.4512 1.1294 2.0766
H 1.0421 -0.6101 2.8382
C 3.4468 -2.8197 0.5108
C 3.5225 -4.3175 0.4302
C 4.5928 -5.0089 0.7730
H 4.6250 -6.0817 0.6945
H 5.4898 -4.5299 1.1344
H 2.6295 -4.8037 0.0675
H 4.3722 -2.4349 0.9605
H 3.3707 -2.3952 -0.4926
H 2.9663 -3.6351 2.8098
H 1.5379 -2.6957 3.2243
H 3.6090 -1.9659 4.4920
H 4.5147 0.1001 3.5847
H 3.6870 -0.2075 1.9859
```

Mulliken atomic charge list, values in e, 6 entries: number 1, C, carries -0.7762; number 2, C, carries -0.1162; number 3, C, carries -1.2054; number 4, N, carries 0.2989; number 5, C, carries 1.1740; number 6, C, carries -0.1415



A molecular structure, C15H25AsMoN3OS2Si, computed with ωB97M-V/def2-TZVPD.

Results
* E_HOMO: -17.8 eV
* total charge: +3
* frontier orbital gap: 6.9 eV
* ΔE to the lowest compared entry with this formula, charge and spin: 15.07 kJ/mol
* electronic energy: -114696.4128 eV

The geometry in XYZ format:
```
49
C15H25AsMoN3OS2Si (ωB97M-V/def2-TZVPD)
Mo -0.4967 -1.1078 0.0465
C -5.6359 -2.4806 -1.4408
Si -5.0819 -1.5229 0.0520
C -6.3878 -0.4016 0.7408
C -4.3236 -2.6172 1.3619
C -3.6980 -0.3396 -0.6196
C -4.0392 0.7251 -1.4675
C -3.0927 1.5746 -2.0657
C -1.7445 1.3883 -1.8364
N -1.4273 0.3874 -1.0057
C -2.3200 -0.4340 -0.4949
S -0.8290 -3.0395 -0.5444
H -6.4768 -3.1254 -1.1740
H -4.8413 -3.1208 -1.8288
H -5.9808 -1.8319 -2.2479
H -7.1996 -0.9976 1.1650
H -6.8402 0.2311 -0.0246
H -6.0028 0.2350 1.5395
H -5.1274 -3.1496 1.8762
H -3.7787 -2.0668 2.1291
H -3.6729 -3.3793 0.9285
H -5.0850 0.9084 -1.6867
H -3.4156 2.3867 -2.7031
H -0.9623 2.0140 -2.2408
C 3.4781 -2.1788 -1.5089
As 2.2753 -0.8324 -2.1412
C 1.3615 -1.4104 -3.7141
C 3.1692 0.8339 -2.3858
O 1.0756 -0.5304 -0.9342
H 4.2811 -2.2932 -2.2391
H 2.9554 -3.1303 -1.4162
H 3.9119 -1.8554 -0.5634
H 2.0955 -1.5509 -4.5092
H 0.6481 -0.6431 -4.0117
H 0.8534 -2.3547 -3.5231
H 3.9429 0.7136 -3.1453
H 3.6238 1.1399 -1.4449
H 2.4460 1.5764 -2.7188
S -1.5568 -0.4385 2.1704
C -0.1367 -1.0695 2.8526
N 0.2097 -1.1265 4.1505
C 1.3744 -1.6926 4.5517
C 2.2198 -2.2316 3.6198
C 1.8319 -2.1686 2.2838
N 0.6906 -1.5866 1.9229
H -0.4316 -0.7434 4.8426
H 1.5738 -1.6941 5.6163
H 3.1474 -2.6983 3.9163
H 2.4360 -2.6032 1.4986
```

Mulliken atomic charge list, values in e, 6 entries: number 1, Mo, carries 0.7683; number 2, C, carries -1.0334; number 3, Si, carries 0.0266; number 4, C, carries -1.0356; number 5, C, carries -0.8764; number 6, C, carries 0.6038



A molecular structure, C18H29AuNS3Te, computed with ωB97M-V/def2-TZVPD.

Results
* E_HOMO: -10.8 eV
* total charge: +1
* frontier orbital gap: 8.2 eV
* ΔE to the lowest compared entry with this formula, charge and spin: 72.05 kJ/mol
* electronic energy: -64110.6573 eV

The geometry in XYZ format:
```
53
C18H29AuNS3Te (ωB97M-V/def2-TZVPD)
Au 1.7200 0.8206 0.7041
C 3.5211 2.3211 -1.7861
C 4.5802 1.5466 -1.0148
S 4.0739 0.9364 0.6240
C 4.5912 -0.8029 0.5296
C 4.0508 -1.6643 -0.6096
S 2.2444 -1.7606 -0.7175
C 1.9296 -1.3214 -2.4477
C 2.4771 -0.0089 -3.0003
S 1.9498 1.4879 -2.1177
H 3.2293 3.2206 -1.2420
H 3.9567 2.6451 -2.7320
H 4.9281 0.6906 -1.5896
H 5.4422 2.1934 -0.8525
H 5.6815 -0.8056 0.4914
H 4.3002 -1.2134 1.4971
H 4.4365 -1.3336 -1.5724
H 4.4312 -2.6741 -0.4547
H 2.2807 -2.1348 -3.0848
H 0.8404 -1.3252 -2.5120
H 3.5655 -0.0219 -3.0428
H 2.1334 0.0773 -4.0318
C -3.5537 0.4304 0.5110
Te -1.4678 0.4134 0.0446
C -1.8874 -1.4412 -1.0819
C -3.3845 -1.3548 -1.2592
C -3.9965 -2.2223 -2.1676
C -5.3691 -2.2222 -2.3270
C -6.1520 -1.3569 -1.5711
C -5.5534 -0.4983 -0.6707
C -4.1671 -0.4814 -0.5159
H -3.8512 1.4739 0.4208
H -3.7746 0.0778 1.5145
H -1.5467 -2.4007 -0.6971
H -1.3397 -1.1802 -1.9860
H -3.3856 -2.9045 -2.7461
H -5.8296 -2.8994 -3.0337
H -7.2277 -1.3564 -1.6848
H -6.1636 0.1719 -0.0772
C 0.5375 0.3615 3.7380
C -0.5033 1.1107 2.9057
C -1.8957 0.6804 3.3413
C -0.3480 2.6173 3.1130
N -0.2432 0.8674 1.4555
H 0.3695 0.5340 4.8024
H 1.5423 0.7062 3.4891
H 0.4797 -0.7115 3.5458
H -2.0010 0.8184 4.4170
H -2.0710 -0.3765 3.1227
H -2.6621 1.2907 2.8629
H -0.4439 2.8715 4.1704
H -1.1097 3.1633 2.5539
H 0.6352 2.9444 2.7715
```

Mulliken atomic charge list, values in e, 6 entries: number 1, Au, carries 0.2385; number 2, C, carries -0.8848; number 3, C, carries -0.5587; number 4, S, carries -0.1409; number 5, C, carries -0.7875; number 6, C, carries -0.7261



A molecular structure, C27H43BN3O8SSiSn, computed with ωB97M-V/def2-TZVPD.

Results
* E_HOMO: -11.4 eV
* total charge: +1
* frontier orbital gap: 7.8 eV
* ΔE to the lowest compared entry with this formula, charge and spin: 93.97 kJ/mol
* electronic energy: -74767.2289 eV

The geometry in XYZ format:
```
85
C27H43BN3O8SSiSn (ωB97M-V/def2-TZVPD)
Sn 0.0264 1.6411 -0.6420
O -0.9120 2.7232 1.0158
N -0.1517 2.9090 2.0291
N 1.0776 2.7390 1.8132
O 1.5513 2.4026 0.6206
C 2.0180 2.8482 2.9009
C 3.2753 2.2943 2.7388
C 4.1752 2.3565 3.7922
C 3.8168 2.9712 4.9825
C 2.5515 3.5281 5.1213
C 1.6417 3.4727 4.0809
H 3.5342 1.8169 1.8054
H 5.1556 1.9133 3.6814
H 4.5222 3.0203 5.8008
H 2.2706 4.0056 6.0503
H 0.6567 3.9053 4.1798
C 0.9388 -5.0398 0.4662
C 0.0924 -4.1306 1.3401
C 0.9701 -3.2534 2.2208
C -0.8853 -4.9361 2.1842
O -0.6750 -3.3141 0.4205
Si -1.5133 -1.9517 0.5751
S 0.0959 -0.4266 0.4403
O -2.0989 -1.7626 2.0520
C -3.2811 -1.1615 2.6296
C -3.0165 -1.0822 4.1225
C -4.4691 -2.0647 2.3323
C -3.4868 0.2252 2.0343
O -2.5785 -1.7287 -0.6050
C -2.9509 -2.4751 -1.7885
C -3.2415 -3.9258 -1.4305
C -4.2085 -1.8033 -2.3136
C -1.8097 -2.3793 -2.7913
H 1.5179 -5.7261 1.0847
H 1.6249 -4.4448 -0.1391
H 0.3012 -5.6216 -0.2007
H 1.5579 -3.8735 2.8977
H 0.3552 -2.5723 2.8148
H 1.6494 -2.6562 1.6089
H -0.3441 -5.6198 2.8394
H -1.5485 -5.5182 1.5419
H -1.4913 -4.2660 2.7962
H -2.8208 -2.0784 4.5218
H -3.8809 -0.6624 4.6381
H -2.1474 -0.4523 4.3175
H -4.2860 -3.0700 2.7157
H -4.6370 -2.1256 1.2549
H -5.3693 -1.6701 2.8052
H -2.6140 0.8545 2.2211
H -4.3620 0.6986 2.4805
H -3.6407 0.1529 0.9548
H -4.0367 -3.9790 -0.6843
H -2.3525 -4.4130 -1.0291
H -3.5665 -4.4642 -2.3215
H -5.0171 -1.9036 -1.5885
H -4.5211 -2.2698 -3.2485
H -4.0312 -0.7411 -2.4883
H -0.9100 -2.8390 -2.3749
H -1.5946 -1.3320 -3.0164
H -2.0727 -2.8928 -3.7168
C 3.6486 -0.8898 -2.7276
N 2.6966 -0.5817 -3.7921
C 2.8578 -1.1191 -5.1443
C 1.6529 0.1775 -3.5018
O 1.4434 0.6497 -2.3787
H 4.4405 -1.5169 -3.1238
H 3.1464 -1.4070 -1.9104
H 4.0783 0.0284 -2.3291
H 3.7723 -1.7014 -5.1896
H 2.9266 -0.3183 -5.8790
H 2.0253 -1.7695 -5.4101
H 0.9789 0.3624 -4.3476
O 1.3977 3.5657 -2.8976
B 0.6019 3.5067 -1.7965
O 0.3271 4.7086 -1.2205
C 1.0176 5.6194 -2.0201
C 1.0927 6.9849 -1.8955
C 1.8640 7.6442 -2.8490
C 2.5146 6.9518 -3.8669
C 2.4268 5.5669 -3.9799
C 1.6645 4.9308 -3.0311
H 0.5806 7.5112 -1.1022
H 1.9590 8.7199 -2.7952
H 3.1023 7.5014 -4.5892
H 2.9302 5.0234 -4.7673
```

Mulliken atomic charge list, values in e, 6 entries: number 1, Sn, carries 0.8955; number 2, O, carries -0.4501; number 3, N, carries -0.3386; number 4, N, carries 1.2684; number 5, O, carries -0.6492; number 6, C, carries 0.2159